# 1
{"formula": "C2H3Br2FO", "method": "wB97M-V/def2-TZVPD", "species": ["O", "C", "F", "Br", "C", "Br", "H", "H", "H"], "xyz": [[0.16503, -0.42697, 1.41756], [0.36699, -0.33205, 0.10349], [0.28875, -1.54537, -0.50143], [2.27124, 0.28665, -0.29047], [-0.54750, 0.67381, -0.55282], [-2.39897, 0.17490, -0.24732], [0.62490, -1.18483, 1.80668], [-0.37824, 0.69909, -1.62805], [-0.39218, 1.65477, -0.10763]], "atomic_forces_ev_per_a": [[-0.248, 0.039, 0.523], [0.755, 0.047, -0.536], [-0.111, -0.041, 0.021], [-0.445, -0.091, 0.088], [-0.066, 0.052, 0.118], [0.020, 0.057, -0.091], [0.079, 0.102, -0.249], [0.025, -0.033, 0.207], [-0.009, -0.131, -0.082]], "homo_lumo_gap_ev": 11.04, "total_charge": 0, "homo_energy_ev": -10.59, "multiplicity": 1}

# 2
{"formula": "C2H3Br2N", "method": "wB97M-V/def2-TZVPD", "species": ["H", "N", "C", "Br", "C", "Br", "H", "H"], "xyz": [[0.86360, -1.02567, -1.94363], [0.84857, -0.41988, -1.16041], [0.07554, -0.46645, -0.18859], [-1.21182, -1.93297, 0.15596], [-0.03453, 0.67151, 0.73738], [-1.43062, 1.85351, -0.06135], [1.07858, 1.11736, 0.73791], [-0.18932, 0.20260, 1.72272]], "atomic_forces_ev_per_a": [[-0.258, -1.231, -0.241], [0.051, 1.184, 0.825], [-0.004, -0.882, -1.894], [0.344, 0.407, -0.122], [2.601, 0.254, 0.569], [0.931, -0.587, 1.058], [-2.886, -0.302, -0.092], [-0.780, 1.157, -0.103]], "homo_lumo_gap_ev": 10.30, "total_charge": 0, "homo_energy_ev": -10.27, "multiplicity": 1}

# 3
{"formula": "C2H3Br2O2Si", "method": "wB97M-V/def2-TZVPD", "species": ["C", "C", "O", "O", "Si", "Br", "Br", "H", "H", "H"], "xyz": [[-2.54662, 1.47866, 0.31562], [0.80293, -0.32840, 0.48253], [-2.95989, 0.83782, 1.15905], [-2.10717, 2.21819, -0.42965], [0.66278, -1.62630, -0.94367], [4.33984, -1.41115, -0.51901], [-1.20776, -0.69657, -2.48659], [1.93719, -0.54453, 0.68874], [0.80277, 0.69215, 0.33566], [0.27593, -0.61987, 1.39731]], "atomic_forces_ev_per_a": [[0.497, 0.674, 0.057], [2.316, -3.049, 0.038], [-1.189, -1.982, 1.765], [0.750, 1.298, -1.867], [-0.437, 0.889, 0.107], [-0.480, 0.016, -0.071], [0.874, -0.257, 0.866], [-1.639, 0.168, -0.153], [-0.517, 2.258, -0.566], [-0.175, -0.016, -0.176]], "homo_lumo_gap_ev": 6.68, "total_charge": -1, "homo_energy_ev": -4.40, "multiplicity": 1}

# 4
{"formula": "C2H3Br3N2O", "method": "wB97M-V/def2-TZVPD", "species": ["Br", "N", "N", "Br", "C", "C", "O", "H", "H", "Br", "H"], "xyz": [[-3.62611, 2.23018, 0.17981], [-2.60014, 1.02059, -0.87187], [-2.56746, -0.15571, -0.79128], [-3.38739, -1.24179, 0.51049], [0.42223, 4.19058, 1.01585], [-0.55500, 3.46224, 1.41822], [-1.31280, 2.74798, 1.90550], [0.23015, 5.18776, 0.67349], [1.46965, 3.97560, 1.09447], [-1.95917, -4.71051, 0.06643], [-1.32848, -5.43982, -0.89784]], "atomic_forces_ev_per_a": [[-0.771, -0.150, 0.306], [0.233, 0.465, -0.756], [0.780, -0.304, -0.510], [-0.681, -0.012, 0.715], [0.879, 1.762, -0.866], [0.633, -0.837, 1.002], [-0.787, -0.426, 0.210], [-0.360, 0.258, -0.239], [0.039, -0.694, 0.162], [-0.725, 0.847, 1.127], [0.761, -0.909, -1.151]], "homo_lumo_gap_ev": 8.41, "total_charge": 0, "homo_energy_ev": -9.39, "multiplicity": 1}

# 5
{"formula": "C2H3Br3O2", "method": "wB97M-V/def2-TZVPD", "species": ["C", "C", "O", "O", "Br", "Br", "Br", "H", "H", "H"], "xyz": [[-0.55866, -0.23240, -0.28155], [-2.11066, -0.01609, -0.08346], [0.20503, 0.81852, 0.26413], [-0.14662, -1.43611, 0.29410], [-2.84527, -1.42599, -1.09136], [-2.44686, -0.15569, 1.89337], [-2.48682, 1.83672, -0.62545], [-0.49476, -0.34540, -1.31828], [1.03158, 0.50951, 0.81782], [0.12280, -1.37025, 1.25380]], "atomic_forces_ev_per_a": [[0.240, 0.143, 2.894], [2.247, 0.791, -3.412], [1.733, -0.162, 1.215], [0.504, -0.825, 0.969], [-1.040, -0.633, -0.682], [-0.880, -0.042, 4.272], [-0.322, -0.109, 0.055], [0.941, 0.012, -1.741], [-2.632, 0.486, -2.017], [-0.792, 0.339, -1.552]], "homo_lumo_gap_ev": [6.34, 5.84], "total_charge": 0, "homo_energy_ev": [-6.06, -10.26], "s2": 2.0071, "multiplicity": 3}

Energy list, top to bottom, in Ha: -5401.14927, -5280.75795, -5666.13089, -7984.66481, -7950.32542